A molecular structure, C40H29Br2LaN4O5S3 in a non-equilibrium geometry, computed with wB97M-V/def2-TZVPD.

Positions of all 84 atoms, in Å:
La (0.5164, 0.2147, 0.3719)
C (0.8571, 1.1523, -3.2318)
C (0.2123, -0.1160, -2.7677)
N (-0.8597, -0.0289, -2.0649)
N (-1.6084, -1.1960, -1.9397)
C (-2.1240, -1.5732, -0.8258)
S (-1.9858, -1.0131, 0.8215)
S (-3.1655, -3.0412, -1.0737)
C (-2.0758, -4.0083, -2.1308)
C (-2.3658, -4.0715, -3.6132)
C (-3.0426, -3.0695, -4.2982)
C (-3.2256, -3.1568, -5.6735)
C (-2.7376, -4.2456, -6.3888)
C (-2.0636, -5.2542, -5.7104)
C (-1.8850, -5.1612, -4.3362)
C (0.8227, -1.4308, -3.0818)
C (1.0704, -1.8562, -4.3767)
C (1.5602, -3.1333, -4.6368)
C (1.8041, -3.9756, -3.5538)
C (1.5887, -3.5555, -2.2466)
C (1.1139, -2.2582, -1.9722)
O (0.9292, -1.8248, -0.7544)
H (0.2780, 2.0126, -2.9063)
H (1.8843, 1.2568, -2.8714)
H (0.9141, 1.1275, -4.3262)
H (-1.0755, -3.5988, -1.9885)
H (-2.0670, -5.0231, -1.7272)
H (-3.3968, -2.2090, -3.7407)
H (-3.7441, -2.3583, -6.1918)
H (-2.8764, -4.3049, -7.4619)
H (-1.6707, -6.1083, -6.2497)
H (-1.3457, -5.9435, -3.8108)
H (0.8404, -1.1885, -5.2011)
H (1.7212, -3.4695, -5.6524)
H (2.1640, -4.9840, -3.7320)
H (1.7711, -4.2155, -1.4053)
Br (0.5522, 0.7055, 5.8968)
C (1.5917, -0.6034, 4.9953)
C (2.3646, -1.4860, 5.7751)
C (3.1485, -2.4349, 5.1958)
Br (4.1672, -3.6007, 6.3124)
C (3.2124, -2.5467, 3.7799)
C (4.0222, -3.4589, 3.0645)
C (4.0139, -3.4483, 1.7016)
C (3.1842, -2.5319, 1.0220)
N (2.4204, -1.6860, 1.6567)
C (2.4231, -1.6683, 3.0144)
C (1.5647, -0.6557, 3.6054)
O (0.8826, 0.1160, 2.8542)
H (2.3303, -1.4016, 6.8529)
H (4.6476, -4.1536, 3.6104)
H (4.6325, -4.1307, 1.1327)
H (3.1364, -2.4996, -0.0602)
O (-0.4820, 2.0832, 1.9727)
C (-1.0174, 3.3231, 1.5284)
C (-1.0216, 3.2320, -0.0225)
O (-1.6808, 4.0479, -0.6547)
O (-0.2447, 2.3314, -0.4765)
C (-2.3847, 3.5334, 2.1955)
C (-3.5452, 3.9117, 1.5264)
C (-4.7402, 4.0764, 2.2236)
C (-4.8020, 3.8737, 3.5931)
C (-3.6469, 3.5010, 4.2706)
C (-2.4590, 3.3389, 3.5748)
C (-0.0492, 4.4593, 1.8914)
C (-0.5046, 5.7649, 2.0448)
C (0.3874, 6.7959, 2.3073)
C (1.7490, 6.5331, 2.4125)
C (2.2070, 5.2336, 2.2497)
C (1.3129, 4.2004, 1.9909)
H (-0.2470, 2.0478, 2.9100)
H (-3.4952, 4.0716, 0.4602)
H (-5.6322, 4.3601, 1.6773)
H (-5.7365, 3.9977, 4.1273)
H (-3.6703, 3.3308, 5.3402)
H (-1.5726, 3.0530, 4.1319)
H (-1.5636, 5.9742, 1.9497)
H (0.0175, 7.8079, 2.4231)
H (2.4479, 7.3380, 2.6074)
H (3.2655, 5.0116, 2.3032)
H (1.6888, 3.1959, 1.8443)
S (3.2968, 1.0664, 0.2909)
C (3.4748, 2.3609, -0.8058)
N (3.6210, 3.2385, -1.5488)

Values from the calculation:
Largest force on an atom: 1.13 eV/A
Charge: -2
E: -231607.8519 eV
LUMO: 3.56 eV

=====

4 unconnected molecules or ions with the total composition C32H33ClF3N3O4 in a non-equilibrium geometry, computed with wB97M-V/def2-TZVPD.

Positions of all 76 atoms, in Å:
C (-3.1188, 0.7587, -3.0582)
O (-2.0895, -0.2081, -3.4739)
C (-1.3872, -0.7832, -2.2789)
C (-0.3318, 0.3672, -1.7795)
C (0.8082, -0.1464, -0.7177)
C (2.1639, 0.8133, -0.6748)
C (1.8419, 2.4128, -0.5177)
C (1.3578, 2.8858, 0.9738)
Cl (1.5672, 1.5282, 2.2730)
C (2.3969, 4.0971, 1.4731)
N (3.0743, 5.1088, 1.9408)
C (-0.2043, 3.3661, 1.0857)
C (-1.1993, 2.0525, 1.3434)
N (-2.0625, 1.0607, 1.3725)
C (-0.7206, 4.3573, -0.1123)
O (0.2206, 5.4201, -0.4970)
C (0.0687, 5.6306, -1.9621)
C (1.3761, 5.4585, -2.9463)
O (-1.1722, 5.9947, -2.3861)
O (-0.2993, 4.1658, 2.3521)
C (-1.7340, 4.2285, 2.7882)
N (-2.9405, 4.7439, 2.9099)
H (-3.9017, 0.2490, -2.3378)
H (-3.7277, 1.1261, -4.0169)
H (-2.7018, 1.7384, -2.5595)
H (-0.8209, -1.7854, -2.5285)
H (-2.2519, -0.9515, -1.4798)
H (-0.9806, 1.2431, -1.3175)
H (0.2550, 0.8671, -2.6901)
H (1.1911, -1.2067, -1.1010)
H (0.4302, -0.3123, 0.3778)
H (2.9870, 0.4069, 0.0851)
H (2.6641, 0.6811, -1.7509)
H (1.1298, 2.7126, -1.3961)
H (2.8715, 2.9796, -0.7280)
H (-1.7726, 4.8492, 0.0671)
H (-0.8527, 3.6691, -1.0788)
H (2.3862, 5.5636, -2.3308)
H (1.3148, 6.2440, -3.8185)
H (1.3274, 4.3677, -3.4217)
F (2.6476, -1.6443, 3.1930)
C (2.2360, -1.6845, 4.4672)
C (0.9173, -1.3640, 4.7706)
C (0.4869, -1.4107, 6.0966)
C (1.3839, -1.7671, 7.1066)
C (2.7068, -2.0821, 6.7925)
C (3.1338, -2.0462, 5.4654)
H (0.2371, -1.0814, 3.9738)
H (-0.5441, -1.1695, 6.3433)
H (1.0489, -1.7990, 8.1412)
H (3.4041, -2.3552, 7.5808)
H (4.1562, -2.2967, 5.2025)
F (-5.1204, 1.2460, -5.3330)
C (-4.6569, 0.8893, -6.5383)
C (-3.5003, 0.1225, -6.6271)
C (-3.0203, -0.2535, -7.8816)
C (-3.6970, 0.1512, -9.0349)
C (-4.8543, 0.9249, -8.9355)
C (-5.3402, 1.2912, -7.6806)
H (-2.9834, -0.1755, -5.7207)
H (-2.1211, -0.8594, -7.9615)
H (-3.3197, -0.1386, -10.0133)
H (-5.3770, 1.2421, -9.8346)
H (-6.2433, 1.8849, -7.5847)
F (2.9725, -5.4708, 7.1592)
C (2.7899, -6.1212, 6.0023)
C (3.3150, -7.3992, 5.8456)
C (3.1207, -8.0787, 4.6431)
C (2.4121, -7.4676, 3.6057)
C (1.8933, -6.1825, 3.7709)
C (2.0781, -5.5078, 4.9774)
H (3.8698, -7.8546, 6.6593)
H (3.5205, -9.0814, 4.5133)
H (2.2646, -7.9962, 2.6664)
H (1.3456, -5.7072, 2.9607)
H (1.6740, -4.5119, 5.1261)

Values from the calculation:
Largest force on an atom: 12.54 eV/A
E: -67040.0357 eV
SMILES: COCCCCC[C@@](Cl)(C#N)[C@](C#N)(COC(C)=O)OC#N.Fc1ccccc1.Fc1ccccc1.Fc1ccccc1
LUMO: -1.10 eV

=====

2 unconnected molecules or ions with the total composition C12H17N in a non-equilibrium geometry, computed with wB97M-V/def2-TZVPD.

Positions of all 30 atoms, in Å:
C (-2.5206, 0.0045, -1.5412)
C (-1.1674, 0.5389, -1.5124)
C (-0.7600, 1.8558, -1.6497)
N (0.5981, 2.0355, -1.9636)
C (1.1639, 0.8251, -1.5803)
C (2.5332, 0.5521, -1.4049)
C (2.8041, -0.7835, -1.2522)
C (1.8383, -1.8097, -1.0644)
C (0.4900, -1.4678, -1.2984)
C (0.0825, -0.1394, -1.4718)
H (-2.9650, -0.1321, -0.5622)
H (-2.6790, -0.9851, -1.8893)
H (-3.0967, 0.6636, -2.3177)
H (-1.6251, 2.5447, -1.7449)
H (1.0926, 2.9087, -2.1676)
H (3.3663, 1.1951, -1.3225)
H (3.8839, -1.0768, -0.9794)
H (2.4393, -2.7752, -0.9564)
H (-0.1241, -2.3293, -1.4737)
C (-1.1678, 0.8684, 2.6432)
C (-0.8689, -0.5170, 2.9858)
C (0.4172, -0.9466, 2.2689)
H (-0.7631, 1.6312, 3.3533)
H (-0.6626, 1.1945, 1.7877)
H (-2.1807, 1.0845, 2.4249)
H (-0.9113, -0.7491, 4.0634)
H (-1.6741, -1.1396, 2.5253)
H (0.2357, -1.1323, 1.1422)
H (1.1742, -0.1213, 2.3514)
H (1.0471, -1.7975, 2.6068)

Values from the calculation:
Largest force on an atom: 3.43 eV/A
E: -14207.7634 eV
SMILES: Cc1c[nH]c2ccccc12.CCC
LUMO: 0.90 eV

=====

2 unconnected molecules or ions with the total composition C4H12O in a non-equilibrium geometry, computed with wB97M-V/def2-TZVPD.

Positions of all 17 atoms, in Å:
C (1.7811, 0.0023, 0.0704)
C (1.6623, 1.0979, -1.0184)
O (2.7757, 1.0513, -1.9207)
H (1.5244, -0.9693, -0.3087)
H (1.2372, 0.3616, 0.9431)
H (2.8256, -0.0211, 0.3930)
H (0.7920, 0.9404, -1.6528)
H (1.5963, 2.0358, -0.4648)
H (3.3611, 1.7853, -1.7198)
C (-2.2803, -0.5351, -0.0078)
C (-2.1431, -1.0405, 1.4543)
H (-1.3921, 0.0308, -0.2761)
H (-2.3257, -1.3596, -0.7219)
H (-3.1645, 0.0712, -0.1578)
H (-1.8178, -2.0685, 1.4692)
H (-1.3558, -0.4612, 1.9220)
H (-3.0764, -0.9212, 1.9968)

Values from the calculation:
Largest force on an atom: 1.57 eV/A
E: -6389.4371 eV
SMILES: CCO.CC
LUMO: 0.93 eV

=====

C3H6O in the gas phase in a non-equilibrium geometry, computed with wB97M-V/def2-TZVPD.

Positions of all 10 atoms, in Å:
C (1.0720, -0.3452, -1.1076)
C (0.7024, -0.4688, 0.3698)
C (-0.6739, 0.0872, 0.7802)
O (-1.3856, 0.8326, 0.0946)
H (0.2284, -0.7437, -1.7468)
H (1.0450, 0.7333, -1.4175)
H (2.0857, -0.7339, -1.4620)
H (1.3714, 0.1761, 0.9830)
H (0.8406, -1.5186, 0.7917)
H (-1.0890, -0.2134, 1.8405)

Values from the calculation:
Largest force on an atom: 2.97 eV/A
E: -5254.9745 eV
SMILES: CCC=O
LUMO: 1.00 eV

=====

2 unconnected molecules or ions with the total composition C32H43F12N4O5S, computed with wB97M-V/def2-TZVPD.

Positions of all 97 atoms, in Å:
C (2.2977, 4.2562, 1.8302)
C (1.2503, 3.6003, 2.7385)
C (1.1754, 2.0768, 2.5560)
N (-0.2051, 1.5673, 2.4613)
C (-0.4262, 0.6817, 1.3449)
C (0.3519, -0.5806, 1.4212)
N (-0.2248, -1.5585, 0.8458)
C (0.3696, -2.9097, 0.7007)
C (1.8892, -2.9198, 0.6842)
O (2.3961, -3.0162, 2.0042)
C (3.4720, -2.1506, 2.3053)
C (3.3668, -1.7362, 3.7644)
F (2.5849, -0.6262, 3.8845)
F (2.8453, -2.6806, 4.5401)
F (4.5775, -1.4066, 4.2416)
C (-1.5717, -1.1475, 0.3185)
C (-1.4162, -0.7195, -1.1680)
C (-0.4133, -1.4743, -2.0139)
C (0.8927, -0.9945, -2.0465)
C (1.8740, -1.6678, -2.7619)
C (1.5478, -2.8190, -3.4634)
C (0.2396, -3.2981, -3.4776)
C (-0.1123, -4.5462, -4.2398)
C (-0.7325, -2.6116, -2.7526)
S (-2.6104, -2.6714, 0.5758)
O (-2.3390, -3.5995, -0.4787)
O (-2.4341, -3.0496, 1.9429)
C (-4.4560, -2.2908, 0.4272)
F (-4.7221, -1.0883, 0.9513)
F (-4.9942, -3.2256, 1.2122)
C (-5.0616, -2.4306, -1.0100)
F (-5.2868, -3.7301, -1.2355)
F (-4.1911, -1.9556, -1.9234)
C (-6.3899, -1.6369, -1.1625)
F (-7.1600, -1.8944, -0.0910)
F (-6.0783, -0.3195, -1.1731)
C (-7.1908, -1.9783, -2.4809)
F (-8.2138, -2.7845, -2.1804)
F (-6.3965, -2.5956, -3.3673)
F (-7.6468, -0.8513, -3.0253)
C (-1.8722, 0.1307, 1.2069)
N (-2.1877, -0.2840, 2.5746)
C (-2.8565, 1.1569, 0.5818)
C (-2.2854, 2.4656, 0.0250)
C (-3.3117, 3.1709, -0.8767)
O (-3.3299, 4.5780, -0.6643)
C (-2.8187, 5.3824, -1.6560)
C (-1.4696, 4.9748, -2.2027)
O (-3.4121, 6.3534, -1.9902)
H (2.6470, 5.2013, 2.2471)
H (3.1717, 3.6108, 1.7164)
H (1.9046, 4.4566, 0.8317)
H (0.2740, 4.0559, 2.5548)
H (1.5071, 3.8248, 3.7749)
H (1.6711, 1.5912, 3.3991)
H (1.7481, 1.8000, 1.6587)
H (-0.8288, 2.3595, 2.3697)
H (-0.0646, 1.1428, 0.4038)
H (1.3366, -0.6331, 1.8636)
H (-0.0009, -3.5176, 1.5283)
H (-0.0084, -3.3429, -0.2237)
H (2.3011, -2.0508, 0.1639)
H (2.1904, -3.8001, 0.1094)
H (4.4301, -2.6589, 2.1710)
H (3.4547, -1.2557, 1.6850)
H (-2.3923, -0.6801, -1.6370)
H (-1.0650, 0.3125, -1.1240)
H (1.1509, -0.0830, -1.5143)
H (2.8824, -1.2727, -2.7739)
H (2.3126, -3.3433, -4.0253)
H (0.0747, -5.4247, -3.6159)
H (-1.1593, -4.5584, -4.5339)
H (0.5183, -4.6493, -5.1233)
H (-1.7499, -2.9779, -2.7660)
H (-2.3695, 0.5229, 3.1568)
H (-2.9866, -0.8974, 2.6365)
H (-3.4462, 0.6990, -0.2118)
H (-3.5765, 1.4109, 1.3615)
H (-2.0508, 3.1782, 0.8183)
H (-1.3727, 2.2897, -0.5487)
H (-3.1354, 2.9368, -1.9291)
H (-4.3188, 2.8185, -0.6394)
H (-0.8764, 4.4806, -1.4349)
H (-0.9674, 5.8580, -2.5839)
H (-1.6142, 4.2655, -3.0220)
C (6.8428, 2.4389, 1.5989)
C (7.7139, 1.7445, 0.5604)
C (6.9168, 1.2437, -0.6520)
C (5.9054, 0.2597, -0.2687)
N (5.1480, -0.5397, 0.0350)
H (6.0996, 1.7556, 2.0154)
H (7.4496, 2.8067, 2.4249)
H (6.3184, 3.2922, 1.1641)
H (8.2372, 0.9026, 1.0158)
H (8.4767, 2.4335, 0.1972)
H (7.5756, 0.7732, -1.3826)
H (6.4106, 2.0735, -1.1491)

Values from the calculation:
Largest force on an atom: 0.83 eV/A
Charge: +1
E: -93517.0206 eV
LUMO: -3.50 eV